[1]
Computed, not measured: C38H55BBaBr2I2N8S4Te as an isolated structure in a non-equilibrium geometry, with wB97M-V/def2-TZVPD.

The geometry in XYZ format:
```
112
Properties=species:S:1:pos:R:3:mulliken_charge:R:1
Ba 0.135 3.874 1.711 1.450
C -4.894 1.150 2.136 -1.836
C -3.819 0.128 1.738 0.043
C -3.982 -1.194 2.097 -0.632
C -3.038 -2.162 1.682 0.191
N -1.983 -1.840 1.013 -0.380
N -1.667 -0.474 0.951 0.655
B -0.157 -0.359 0.890 -1.200
N 0.610 -1.001 2.070 0.566
N 1.431 -2.037 1.660 0.023
C 2.141 -2.620 2.593 -0.374
C 2.180 -2.199 3.920 -0.504
C 1.389 -1.115 4.303 0.006
C 1.420 -0.672 5.766 -1.723
C 0.663 -0.402 3.290 0.515
S 0.283 1.249 3.685 -0.586
C 3.076 -3.742 2.248 2.316
C 2.495 -5.031 2.879 -1.569
C 3.158 -4.007 0.682 -1.505
C 4.549 -3.500 2.759 -1.672
N 0.595 -0.283 -0.390 0.569
N 0.051 -1.082 -1.386 -0.363
C 0.926 -1.517 -2.271 0.061
C 2.351 -1.246 -2.135 -0.152
C 2.803 -0.371 -1.216 0.323
C 4.279 -0.179 -1.074 -2.010
C 1.827 0.337 -0.453 0.502
S 2.183 1.865 0.079 -0.198
C 0.422 -2.387 -3.421 2.282
C -0.905 -3.030 -3.041 -1.901
C 1.395 -3.512 -3.826 -1.760
C 0.185 -1.460 -4.597 -1.757
C -2.601 0.511 1.108 0.922
S -2.464 2.115 0.702 -0.308
C -3.339 -3.613 1.909 2.075
C -2.971 -3.997 3.367 -1.503
C -4.874 -3.850 1.780 -1.718
C -2.463 -4.407 0.951 -1.300
H -5.666 0.667 2.665 0.445
H -5.374 1.635 1.274 0.352
H -4.463 1.919 2.772 0.327
H -4.867 -1.466 2.666 0.324
H 2.822 -2.661 4.685 0.559
H 1.182 -1.518 6.392 0.416
H 0.717 0.132 5.953 0.456
H 2.471 -0.364 6.038 0.342
H 1.461 -5.183 2.518 0.249
H 2.378 -4.929 3.967 0.383
H 3.144 -5.896 2.602 0.439
H 2.106 -4.304 0.426 0.301
H 3.740 -4.907 0.495 0.554
H 3.557 -3.202 0.069 0.131
H 4.747 -3.902 3.781 0.384
H 4.768 -2.387 2.694 0.327
H 5.280 -3.954 2.050 0.390
H 3.014 -1.735 -2.871 0.323
H 4.688 -1.153 -1.215 0.521
H 4.542 0.226 -0.092 0.405
H 4.699 0.537 -1.824 0.269
H -0.883 -3.767 -2.230 0.341
H -1.355 -3.518 -3.895 0.552
H -1.582 -2.263 -2.715 0.348
H 1.736 -4.027 -2.887 0.276
H 2.299 -3.107 -4.341 0.342
H 0.887 -4.267 -4.459 0.424
H -0.428 -0.653 -4.304 0.276
H -0.326 -1.935 -5.472 0.441
H 1.110 -1.096 -5.072 0.364
H -3.499 -3.409 4.170 0.343
H -1.905 -3.868 3.608 0.224
H -3.265 -5.046 3.496 0.443
H -5.424 -3.524 2.638 0.403
H -5.068 -4.969 1.656 0.370
H -5.385 -3.368 0.929 0.404
H -1.400 -4.457 1.334 0.015
H -2.382 -3.932 -0.039 0.238
H -2.891 -5.409 0.867 0.489
I 2.620 3.845 4.808 0.213
C 3.419 5.658 3.791 -0.835
I 3.349 6.012 1.623 0.079
H 4.483 5.723 4.004 0.444
H 2.825 6.407 4.304 0.389
Br -0.988 6.642 0.635 -0.153
C -0.399 7.032 2.590 -0.548
Br -0.869 5.767 4.049 -0.070
H -0.904 7.955 2.825 0.340
H 0.676 7.176 2.574 0.311
C 4.253 4.319 -2.492 -0.971
Te 2.314 5.155 -2.898 0.207
C 1.627 3.656 -4.289 -0.588
H 4.548 3.708 -3.366 0.305
H 4.218 3.717 -1.602 0.188
H 4.963 5.137 -2.378 0.379
H 2.296 3.731 -5.146 0.437
H 0.590 3.863 -4.547 0.172
H 1.694 2.679 -3.813 -0.076
N -1.849 6.977 -3.352 -0.404
C -2.355 5.763 -3.653 0.462
N -1.672 4.652 -3.428 -0.370
C -2.384 3.573 -3.897 -0.670
C -1.979 2.224 -3.815 0.402
C -2.926 1.211 -3.997 -0.059
C -4.210 1.512 -4.435 -0.677
C -4.615 2.842 -4.727 -0.459
C -3.734 3.863 -4.391 0.453
S -3.992 5.557 -4.345 -0.260
H -1.011 7.023 -2.791 0.149
H -2.469 7.766 -3.325 0.246
H -0.925 2.044 -3.552 0.154
H -2.626 0.191 -3.790 0.343
H -4.893 0.676 -4.574 0.398
H -5.650 3.068 -5.088 0.331
```

Its energy above the lowest of the compared OMol25 structures with the same formula, charge and spin is 231.0 kJ/mol. The frontier orbital gap comes out at 5.529 eV. The electronic energy comes out at -260497.766 eV. As for the maximum force: 3.135 eV/Å. Its total charge is +2.



[2]
Computed, not measured: a 2-piece molecular cluster, ClHIOPS overall in a non-equilibrium geometry, with wB97M-V/def2-TZVPD.

The geometry in XYZ format:
```
6
Properties=species:S:1:pos:R:3:mulliken_charge:R:1
O -1.185 0.004 -0.106 -0.390
P 0.373 -0.329 0.068 0.418
S 0.817 1.842 -1.753 -0.203
Cl 0.982 0.487 1.904 -0.172
I 0.401 -2.718 0.634 -0.015
H -1.387 0.714 -0.748 0.362
```

Its energy above the lowest of the compared OMol25 structures with the same formula, charge and spin is 322.1 kJ/mol. The frontier orbital gap (spin up / spin down) comes out at 6.632 / 6.538 eV. The electronic energy comes out at -42809.776 eV. As for the maximum force: 1.474 eV/Å. Its total charge is 0.



[3]
Computed, not measured: an isolated ion of composition C9H14N5 and charge +1 in a non-equilibrium geometry, with wB97M-V/def2-TZVPD.

The geometry in XYZ format:
```
28
Properties=species:S:1:pos:R:3:mulliken_charge:R:1
C -0.191 1.250 -1.497 -0.747
C 1.667 2.026 -2.539 -0.150
C 0.452 0.825 -0.354 0.741
C 1.879 0.719 -0.587 0.498
C 2.344 -1.256 0.835 -0.062
C -0.273 0.200 0.717 0.451
C -0.300 0.867 2.089 -1.481
C -1.267 -1.401 -0.890 -1.025
C -2.349 -1.104 1.283 -0.903
N 0.379 1.880 -2.574 -0.602
N 2.419 1.308 -1.689 -0.670
N 1.147 -1.479 1.166 -0.528
N 2.675 -0.196 -0.003 -0.118
N -1.541 -0.421 0.228 -0.044
H -1.274 1.234 -1.553 0.438
H 2.093 2.535 -3.411 0.391
H 3.197 -1.849 1.044 0.480
H -0.777 0.357 2.904 0.421
H -1.008 1.719 1.987 0.421
H 0.779 1.145 2.273 0.320
H -2.228 -1.911 -1.101 0.414
H -1.020 -0.789 -1.668 0.588
H -0.478 -2.096 -0.580 0.336
H -3.253 -1.585 0.826 0.364
H -1.727 -1.841 1.834 0.356
H -2.656 -0.335 1.986 0.398
H 3.553 -0.061 -0.439 0.301
H -2.239 0.261 -0.287 0.413
```

Its energy above the lowest of the compared OMol25 structures with the same formula, charge and spin is 469.9 kJ/mol. The frontier orbital gap (spin up / spin down) comes out at 7.863 / 8.246 eV. The electronic energy comes out at -17000.213 eV. As for the maximum force: 3.039 eV/Å. Its total charge is +1.



> Which value of maximum force does entry 2 give?

1.474 eV/Å